[1]
63
Properties=species:S:1:pos:R:3:forces:R:3 method="wB97M-V/def2-TZVPD" e_tot_ha=-3235.3329 e_above_lowest_kcal_mol=34.6 orbital_gap_ev=5.7
Pd -0.2020 1.2477 -1.9376 -0.13 -1.42 0.67
S 2.9022 -0.3280 -1.8636 0.19 0.27 -0.15
P 1.5820 -0.3528 -0.4075 0.13 -0.19 0.11
C 0.0289 -0.5723 -1.1431 -0.60 0.12 0.75
P -1.5774 -0.5011 -0.5000 0.27 -0.42 0.67
S -2.7176 -0.1768 -2.0949 0.55 0.58 -0.26
C -1.8352 0.8180 0.7458 -0.35 -0.21 -0.33
C -2.4289 2.0141 0.3479 -0.28 -0.11 0.01
C -2.6591 3.0074 1.2848 0.09 0.10 0.01
C -2.2549 2.8297 2.6000 0.03 0.03 0.01
C -1.6071 1.6639 2.9774 0.04 0.02 0.15
C -1.4064 0.6512 2.0576 -0.07 0.04 -0.19
C -1.9571 -2.0355 0.3867 0.35 0.33 -0.21
C -1.2916 -3.1698 -0.0587 0.06 -0.05 -0.14
C -1.4292 -4.3607 0.6269 -0.03 -0.14 0.08
C -2.2275 -4.4140 1.7587 -0.02 -0.08 0.01
C -2.9018 -3.2836 2.1930 -0.13 0.00 0.11
C -2.7766 -2.0907 1.5047 -0.07 0.01 -0.07
C 1.8286 1.1223 0.6614 0.03 -0.48 -0.31
C 2.9270 1.1126 1.5148 -0.11 0.08 0.00
C 3.2228 2.2401 2.2552 0.19 -0.07 0.15
C 2.4352 3.3749 2.1511 -0.08 0.04 -0.07
C 1.3504 3.3890 1.2910 -0.02 0.13 -0.10
C 1.0558 2.2674 0.5382 -0.18 -0.36 -0.24
C 1.8307 -1.7595 0.7237 -0.37 0.14 -0.27
C 2.2027 -2.9715 0.1545 0.12 0.12 -0.11
C 2.2860 -4.1055 0.9399 0.04 -0.14 0.00
C 1.9808 -4.0366 2.2897 -0.01 0.02 0.03
C 1.5828 -2.8334 2.8510 -0.03 -0.10 0.22
C 1.5054 -1.6950 2.0730 0.03 0.14 -0.13
H -2.7506 2.1397 -0.6887 0.08 -0.05 0.37
H -3.1601 3.9196 0.9943 -0.02 0.07 -0.04
H -2.4518 3.5969 3.3354 0.03 0.07 0.02
H -1.2667 1.5379 3.9950 -0.01 -0.01 0.10
H -0.9422 -0.2798 2.3530 0.04 0.00 0.07
H -0.6650 -3.0963 -0.9400 0.04 -0.03 0.06
H -0.9034 -5.2425 0.2921 0.03 -0.07 -0.04
H -2.3359 -5.3434 2.3004 0.03 -0.04 0.05
H -3.5172 -3.3262 3.0797 -0.09 -0.04 0.05
H -3.3043 -1.2049 1.8298 -0.02 0.00 0.09
H 3.5455 0.2265 1.5810 0.06 0.04 0.04
H 4.0789 2.2339 2.9119 0.11 0.03 0.09
H 2.6798 4.2548 2.7239 0.01 0.12 0.12
H 0.7374 4.2706 1.1923 -0.07 0.15 0.00
H 0.2061 2.2888 -0.1714 0.41 0.16 0.68
H 2.4456 -3.0007 -0.9019 -0.02 -0.02 0.02
H 2.5859 -5.0463 0.5004 0.04 -0.05 -0.03
H 2.0636 -4.9169 2.9091 -0.04 -0.10 0.05
H 1.3324 -2.7810 3.9005 0.01 -0.02 0.10
H 1.2247 -0.7449 2.5090 -0.04 -0.04 0.06
C 1.9255 1.8779 -4.4221 0.63 -0.03 0.32
N 0.4990 1.7628 -4.5818 -0.60 0.22 0.26
C -0.1806 1.0881 -5.5625 -0.60 -0.24 -0.34
C -1.5072 1.2724 -5.3587 0.27 -0.33 -0.25
N -1.6450 2.0685 -4.2517 0.35 0.25 -0.26
C -0.4050 2.3589 -3.7473 -0.29 1.07 -1.10
S -0.0756 3.5683 -2.5922 -0.09 0.58 0.06
H 2.4217 1.5398 -5.3275 -0.08 0.02 -0.10
H 2.2660 1.2528 -3.5778 -0.09 0.34 -0.41
H 2.1773 2.9215 -4.2199 0.00 -0.12 -0.06
H 0.3414 0.5305 -6.3122 0.01 -0.13 -0.13
H -2.3567 0.8832 -5.8784 -0.09 -0.11 -0.16
H -2.5097 2.3349 -3.7971 0.39 -0.07 -0.10

=====

[2]
16
Properties=species:S:1:pos:R:3:forces:R:3 method="wB97M-V/def2-TZVPD" e_tot_ha=-159.5751 e_above_lowest_kcal_mol=6.2 orbital_gap_ev=12.8
C 1.2340 -1.0110 -0.9888 0.28 -0.06 -0.16
C 2.7441 -0.8465 -1.2027 0.13 0.31 0.55
H 0.7422 -0.0434 -0.9065 -0.07 -0.07 -0.05
H 0.7820 -1.5601 -1.8169 -0.03 0.05 0.05
H 1.0330 -1.5792 -0.0862 -0.12 0.04 0.18
H 3.0070 -0.9037 -2.2523 0.16 0.01 -0.12
H 3.3263 -1.5726 -0.6391 -0.08 -0.41 -0.24
H 3.1205 0.1002 -0.8007 -0.24 0.09 -0.24
C -1.2506 1.0983 1.1767 -0.15 -0.10 -0.53
C -2.7458 0.7598 1.0366 0.04 0.02 -0.26
H -0.6962 0.3108 1.6850 -0.03 0.02 0.06
H -0.8238 1.2023 0.1821 0.25 0.03 0.01
H -1.0679 2.0325 1.7030 -0.10 0.02 0.05
H -3.1360 0.8605 0.0198 0.35 0.25 -0.06
H -3.3427 1.4465 1.6350 -0.19 -0.44 0.28
H -2.9262 -0.2944 1.2550 -0.19 0.21 0.48

=====

[3]
7
Properties=species:S:1:pos:R:3:forces:R:3 method="wB97M-V/def2-TZVPD" e_tot_ha=-488.6010 e_above_lowest_kcal_mol=56.5 orbital_gap_ev="10.3 / 10.3"
C -0.7120 0.9457 0.0863 -0.80 -2.19 2.68
O -0.0773 -0.4030 -1.6575 0.03 -0.97 0.02
O -0.2643 0.8184 -1.0266 -0.01 1.60 -0.26
F -1.0119 -0.0698 0.9135 0.50 1.79 -1.74
F -0.9555 2.0885 0.6455 0.32 -0.39 -0.67
F 1.6854 -1.3648 0.8212 -0.51 -1.02 -0.81
H 1.3356 -2.0151 0.2176 0.47 1.17 0.77

=====

[4]
15
Properties=species:S:1:pos:R:3:forces:R:3 method="wB97M-V/def2-TZVPD" total_charge=+1 e_tot_ha=-212.7821 e_above_lowest_kcal_mol=86.7 orbital_gap_ev="7.9 / 9.6"
C 0.6007 0.6703 1.3590 -0.57 -0.02 -1.38
C 0.0834 -0.3995 0.4659 -0.15 -0.13 -0.60
C -0.1228 0.3428 -0.8899 1.03 -0.09 2.30
C 1.0333 -1.5790 0.3125 -0.19 0.06 -0.02
N -1.4491 0.9291 -1.1311 -0.42 0.06 -0.27
H -0.0519 1.4437 1.7272 -0.14 0.07 0.22
H 1.6621 0.8376 1.4261 0.22 0.01 0.02
H -0.8958 -0.7577 0.7969 -0.04 0.01 0.07
H 0.6879 0.9660 -1.2416 0.01 0.00 -0.36
H 1.9825 -1.2564 -0.1034 0.16 0.05 -0.04
H 0.6059 -2.3285 -0.3466 -0.01 -0.08 -0.07
H 1.2151 -2.0323 1.2826 0.05 -0.03 0.10
H -1.6436 1.8316 -0.6657 0.08 -0.29 -0.11
H -2.1730 0.2510 -0.8453 0.15 0.35 -0.15
H -1.5347 1.0814 -2.1468 -0.19 0.03 0.29

=====

[5]
86
Properties=species:S:1:pos:R:3:forces:R:3 method="wB97M-V/def2-TZVPD" total_charge=+1 e_tot_ha=-3874.0781 orbital_gap_ev=9.9
C 1.8755 0.0413 -1.2460 -0.48 -0.26 -0.06
C 0.6885 0.7154 -1.8949 -0.40 0.25 0.36
O 0.1615 1.6671 -1.3433 0.14 -0.53 -0.50
N 0.2619 0.3123 -3.1814 -0.58 -0.45 0.97
C -1.0373 0.9138 -3.5307 -0.04 0.02 -0.42
C 0.3736 -1.1404 -3.4995 0.48 0.13 -0.21
C 1.5737 -1.3550 -4.4101 -0.18 0.06 -0.11
C 1.4377 -0.4617 -5.6514 0.36 -0.09 -0.21
C 2.5604 0.5516 -5.7795 -0.22 -0.17 -0.14
N 2.3105 1.6517 -4.7828 0.50 0.15 -0.23
C 2.0842 2.9938 -5.3948 -0.51 0.25 0.14
C 1.6374 3.9281 -4.2838 0.06 -0.23 -0.15
O 2.6699 4.0246 -3.3227 0.08 0.29 0.12
C 2.8149 2.7880 -2.6939 -0.32 -0.28 -0.29
Br 3.9679 2.9413 -1.1779 0.20 0.19 0.09
C 3.3350 1.7129 -3.6667 0.12 0.58 0.24
C 4.7392 1.9732 -4.1901 0.08 -0.33 -0.48
C 5.6943 0.7503 -4.2264 0.10 0.08 0.36
N 5.5396 -0.2539 -3.1776 -0.22 0.12 -0.37
H 2.7563 0.6624 -1.4015 -0.12 -0.22 0.34
H 2.0603 -0.9666 -1.5982 0.17 -0.08 -0.05
H 1.6683 0.0133 -0.1812 0.07 0.02 0.13
H -1.7587 0.8404 -2.7221 0.00 0.05 0.14
H -0.9117 1.9607 -3.7969 -0.06 0.13 0.17
H -1.4432 0.4058 -4.4018 0.06 -0.05 -0.04
H -0.5167 -1.4703 -4.0285 -0.18 0.16 0.11
H 0.4510 -1.7321 -2.5950 -0.09 -0.08 0.13
H 1.6601 -2.3931 -4.7236 -0.05 -0.12 0.17
H 2.4842 -1.1106 -3.8591 0.08 -0.07 -0.02
H 0.5019 0.0943 -5.6038 -0.17 -0.07 -0.25
H 1.4163 -1.0527 -6.5642 -0.05 -0.07 -0.02
H 2.5894 0.9711 -6.7808 0.03 0.24 0.01
H 3.5175 0.0806 -5.5823 0.14 0.14 0.09
H 1.4295 1.3890 -4.3147 -0.10 -0.16 0.21
H 1.2961 2.9062 -6.1414 0.03 -0.15 -0.10
H 2.9926 3.3526 -5.8627 0.15 -0.07 -0.07
H 1.4045 4.9153 -4.6674 0.18 0.13 0.00
H 0.7277 3.5240 -3.8215 -0.06 0.09 0.10
H 1.8462 2.4590 -2.2986 0.35 0.45 -0.01
H 3.2435 0.7695 -3.1330 0.26 -0.08 -0.41
H 4.6603 2.3500 -5.2103 0.14 0.11 -0.04
H 5.2118 2.7704 -3.6272 -0.13 0.08 0.21
H 5.6344 0.2661 -5.1984 -0.01 -0.20 -0.01
H 6.7083 1.1403 -4.1590 0.06 0.11 -0.09
H 4.9563 -1.0220 -3.4739 -0.05 -0.11 0.11
H 5.1792 0.1273 -2.3140 0.16 0.00 0.15
C -1.0775 -0.4409 2.0587 -0.07 -0.05 0.05
C -0.5472 -0.2723 3.4785 0.07 0.09 -0.11
C 0.9321 -0.6266 3.6146 -0.01 -0.03 0.05
C 1.2713 -2.0826 3.2886 0.00 0.01 -0.03
C 0.5098 -3.1172 4.1163 0.06 -0.03 0.04
C 0.7865 -3.0215 5.6137 -0.08 -0.02 -0.05
H -1.0099 -1.4779 1.7221 -0.01 -0.01 0.01
H -2.1264 -0.1466 2.0041 0.00 0.02 -0.07
H -0.5155 0.1807 1.3555 -0.01 0.03 0.00
H -1.1462 -0.8723 4.1685 0.01 -0.01 0.01
H -0.6854 0.7681 3.7828 -0.02 -0.01 0.03
H 1.2604 -0.3938 4.6305 0.02 -0.01 0.00
H 1.5168 0.0252 2.9557 -0.01 0.02 0.00
H 2.3460 -2.2296 3.4358 0.00 -0.02 0.01
H 1.0849 -2.2742 2.2267 0.00 0.01 -0.01
H 0.7909 -4.1139 3.7670 -0.02 -0.01 -0.01
H -0.5653 -3.0260 3.9367 0.00 0.01 -0.02
H 1.8504 -3.1500 5.8218 0.01 0.03 0.01
H 0.2441 -3.7955 6.1572 0.02 0.00 0.02
H 0.4767 -2.0584 6.0220 0.01 0.01 0.01
C -4.1825 -2.7633 5.1408 -0.03 -0.01 -0.11
C -4.3350 -1.5186 4.2708 0.10 -0.06 0.08
C -4.2969 -0.2161 5.0686 0.01 0.05 -0.07
C -5.4227 -0.0493 6.0900 0.00 -0.05 0.02
C -6.8331 -0.1263 5.5080 -0.01 0.09 0.00
C -7.1299 0.9659 4.4843 -0.03 -0.09 0.01
H -4.9981 -2.8573 5.8584 0.01 0.00 0.02
H -4.1804 -3.6671 4.5295 0.01 -0.01 0.02
H -3.2431 -2.7350 5.6981 -0.01 0.01 0.04
H -5.2602 -1.5866 3.6923 -0.01 0.04 0.00
H -3.5208 -1.5004 3.5400 -0.02 0.01 -0.03
H -4.3106 0.6273 4.3717 0.00 0.01 0.01
H -3.3384 -0.1544 5.5945 0.01 0.00 0.00
H -5.2963 0.9167 6.5882 -0.01 0.01 0.00
H -5.3204 -0.8050 6.8734 0.01 0.00 0.00
H -7.5496 -0.0456 6.3288 -0.01 -0.03 0.00
H -7.0012 -1.1074 5.0555 0.01 -0.02 0.01
H -7.0073 1.9565 4.9265 0.03 0.01 -0.01
H -8.1547 0.8874 4.1197 0.00 0.03 0.00
H -6.4692 0.8988 3.6183 0.01 0.01 0.00

=====

[6]
43
Properties=species:S:1:pos:R:3:forces:R:3 method="wB97M-V/def2-TZVPD" e_tot_ha=-978.9805 e_above_lowest_kcal_mol=15.2 orbital_gap_ev=8.6
C 1.5110 3.1725 -1.5461 -0.05 -0.19 -0.19
C 1.8902 1.8716 -2.2422 0.20 0.17 0.25
C 3.2681 1.3767 -1.8079 -0.26 -0.23 -0.30
C 3.6159 0.0455 -2.4693 0.26 0.14 0.19
C 4.9209 -0.5817 -1.9742 -0.33 -0.19 0.23
C 4.8853 -1.0335 -0.5077 0.42 0.30 -0.38
O 3.8431 -1.9644 -0.2715 -0.17 -0.20 0.07
C 2.6188 -1.5131 0.1196 -0.39 0.03 0.12
C 1.5110 -2.1978 -0.3825 0.27 0.08 0.08
C 0.2289 -1.8209 -0.0418 -0.16 0.13 0.18
C 0.0392 -0.7466 0.8154 0.46 -0.03 -0.18
O -1.2319 -0.3274 1.2026 0.13 -0.13 0.35
C -2.1560 -0.0801 0.2618 -0.06 0.12 -0.64
O -1.9631 -0.1525 -0.9248 -0.05 0.02 0.33
C -3.4572 0.3171 0.8682 -0.36 0.09 0.16
C -3.6913 0.2688 2.2395 0.02 0.03 -0.26
C -4.9413 0.6546 2.6991 0.23 -0.10 0.18
N -5.9159 1.0646 1.9063 -0.45 0.13 0.22
C -5.6905 1.1086 0.6044 0.12 -0.01 -0.31
C -4.4830 0.7463 0.0296 0.23 -0.10 0.17
C 1.1290 -0.0855 1.3591 -0.54 -0.07 -0.11
C 2.4120 -0.4704 1.0208 0.35 -0.22 -0.11
H 2.2300 3.9562 -1.7770 0.05 0.13 0.02
H 1.4904 3.0330 -0.4670 -0.01 0.03 0.14
H 0.5262 3.5034 -1.8667 -0.10 0.12 0.03
H 1.8810 2.0207 -3.3241 -0.04 -0.08 -0.06
H 1.1455 1.1078 -2.0059 -0.03 -0.07 -0.06
H 4.0250 2.1224 -2.0643 0.07 0.06 0.05
H 3.2633 1.2659 -0.7228 0.07 0.07 0.06
H 3.6990 0.2006 -3.5476 -0.07 -0.04 -0.04
H 2.7974 -0.6581 -2.3066 -0.03 -0.02 -0.10
H 5.1393 -1.4550 -2.5918 0.12 -0.01 0.01
H 5.7430 0.1284 -2.0856 0.11 0.00 -0.03
H 4.8117 -0.1672 0.1534 -0.01 -0.09 0.04
H 5.8119 -1.5658 -0.2722 -0.12 0.13 0.04
H 1.6793 -3.0258 -1.0530 0.03 -0.07 -0.10
H -0.6203 -2.3458 -0.4499 -0.05 -0.03 -0.04
H -2.9224 -0.0618 2.9190 0.03 -0.01 0.07
H -5.1768 0.6348 3.7551 0.08 -0.04 0.09
H -6.5189 1.4505 -0.0018 0.00 0.01 -0.13
H -4.3203 0.7884 -1.0358 -0.02 0.01 -0.09
H 0.9642 0.7292 2.0472 -0.02 0.09 0.07
H 3.2452 0.0435 1.4758 0.07 0.02 -0.01